[1]
Below is one molecule with the formula C5H12O2, with properties calculated with the ωB97M-V functional and the def2-TZVPD basis.

Cartesian coordinates (Å):
C1 -0.243 2.297 1.270
C2 0.057 0.801 1.291
C3 -0.549 0.018 0.103
O1 -0.754 0.813 -1.051
C4 0.357 -1.161 -0.278
C5 -0.267 -2.059 -1.334
O2 1.544 -0.541 -0.781
H1 -0.027 2.701 0.278
H2 -1.293 2.518 1.488
H3 0.382 2.824 1.999
H4 1.144 0.662 1.282
H5 -0.309 0.350 2.224
H6 -1.541 -0.366 0.374
H7 0.128 0.936 -1.433
H8 0.595 -1.739 0.629
H9 -0.613 -1.448 -2.172
H10 0.456 -2.796 -1.703
H11 -1.122 -2.609 -0.927
H12 2.056 -1.202 -1.259

The relative energy (zero: lowest compared OMol25 entry of this formula, charge and spin) is 15.15 kcal/mol. The value obtained for the frontier orbital gap is 10.9 eV. As for the LUMO energy: 0.8 eV. The value obtained for the largest force on an atom is 0.31 eV/Å. For the HOMO energy, the calculation gives -10.1 eV.

Atom charges from the Löwdin analysis, given in e for atoms 1 to 6:
1. C -0.10
2. C -0.20
3. C -0.36
4. O -0.04
5. C -0.40
6. C -0.04

[2]
Below is one molecule with the formula C5H12O2 in a non-equilibrium geometry, with properties calculated with the ωB97M-V functional and the def2-TZVPD basis.

Cartesian coordinates (Å):
C1 -2.592 0.134 -0.735
C2 -1.101 -0.787 -0.116
C3 -0.032 -0.230 -0.898
C4 1.399 -0.104 0.315
C5 1.388 1.301 0.890
O1 1.499 -1.087 1.322
O2 2.547 -0.250 -0.458
H1 -2.628 0.133 -1.821
H2 -2.556 1.137 -0.321
H3 -3.419 -0.448 -0.336
H4 -1.299 -1.833 -0.335
H5 -1.156 -0.625 0.958
H6 -0.160 0.755 -1.336
H7 0.361 -0.906 -1.654
H8 0.498 1.466 1.494
H9 1.403 2.025 0.078
H10 2.290 1.460 1.486
H11 0.815 -0.947 1.985
H12 2.742 -1.193 -0.518

The relative energy (zero: lowest compared OMol25 entry of this formula, charge and spin) is 58.08 kcal/mol. The value obtained for the frontier orbital gap is 9.4 eV. As for the LUMO energy: 0.8 eV. The value obtained for the largest force on an atom is 5.91 eV/Å. For the HOMO energy, the calculation gives -8.6 eV.

Atom charges from the Löwdin analysis, given in e for atoms 1 to 6:
1. C -0.04
2. C -0.19
3. C -0.12
4. C -0.56
5. C -0.02
6. O 0.02

[3]
Below is one molecule with the formula C5H12O2, with properties calculated with the ωB97M-V functional and the def2-TZVPD basis.

Cartesian coordinates (Å):
C1 0.266 0.374 2.628
C2 -0.115 -0.379 1.354
C3 0.276 0.403 0.096
O1 1.635 0.767 0.211
C4 0.004 -0.454 -1.190
C5 -1.282 -0.045 -1.905
O2 1.119 -0.248 -2.057
H1 1.325 0.649 2.592
H2 -0.324 1.291 2.749
H3 0.106 -0.249 3.513
H4 0.432 -1.332 1.326
H5 -1.193 -0.617 1.345
H6 -0.361 1.308 0.033
H7 1.990 0.686 -0.687
H8 -0.072 -1.516 -0.895
H9 -1.200 0.997 -2.233
H10 -1.447 -0.665 -2.800
H11 -2.167 -0.140 -1.261
H12 1.007 -0.830 -2.818

The relative energy (zero: lowest compared OMol25 entry of this formula, charge and spin) is 16.28 kcal/mol. The value obtained for the frontier orbital gap is 10.6 eV. As for the LUMO energy: 0.7 eV. The value obtained for the largest force on an atom is 0.73 eV/Å. For the HOMO energy, the calculation gives -9.9 eV.

Atom charges from the Löwdin analysis, given in e for atoms 1 to 6:
1. C -0.10
2. C -0.21
3. C -0.36
4. O -0.03
5. C -0.37
6. C -0.05

[4]
Below is a 2-piece molecular cluster, C5H12O2 overall in a non-equilibrium geometry, with properties calculated with the ωB97M-V functional and the def2-TZVPD basis.

Cartesian coordinates (Å):
C1 -1.101 1.653 0.082
C2 -0.163 0.406 0.179
C3 0.616 0.329 1.689
C4 -0.907 -0.854 -0.183
C5 -1.245 -1.004 -1.634
O1 -1.337 -0.164 -2.506
H1 -2.224 1.596 0.065
H2 -0.840 2.268 -0.753
H3 -0.729 2.175 1.034
H4 0.771 0.567 -0.540
H5 1.355 -0.430 1.647
H6 1.263 1.225 1.693
H7 -0.045 0.321 2.586
H8 -1.853 -1.003 0.375
H9 -0.371 -1.807 0.123
H10 -1.507 -2.143 -1.723
O2 3.025 -1.171 -0.416
H11 2.135 -1.440 -0.567
H12 3.155 -0.524 -1.153

The relative energy (zero: lowest compared OMol25 entry of this formula, charge and spin) is 49.22 kcal/mol. The value obtained for the frontier orbital gap is 10.5 eV. As for the LUMO energy: 0.7 eV. The value obtained for the largest force on an atom is 3.15 eV/Å. For the HOMO energy, the calculation gives -9.9 eV.

Atom charges from the Löwdin analysis, given in e for atoms 1 to 6:
1. C -0.09
2. C -0.37
3. C -0.05
4. C -0.21
5. C -0.28
6. O 0.06

[5]
Below is one molecule with the formula C5H12O2, with properties calculated with the ωB97M-V functional and the def2-TZVPD basis.

Cartesian coordinates (Å):
C1 2.645 -0.571 0.503
C2 1.602 -0.002 -0.453
C3 0.197 -0.106 0.133
O1 0.200 0.537 1.395
C4 -0.863 0.501 -0.789
C5 -2.275 0.033 -0.479
O2 -2.631 0.500 0.817
H1 3.666 -0.383 0.159
H2 2.517 -0.117 1.488
H3 2.518 -1.655 0.613
H4 1.617 -0.543 -1.410
H5 1.822 1.051 -0.678
H6 -0.026 -1.182 0.268
H7 -0.722 0.556 1.694
H8 -0.641 0.247 -1.832
H9 -0.816 1.593 -0.694
H10 -2.312 -1.068 -0.513
H11 -2.974 0.416 -1.237
H12 -3.524 0.192 1.015

The relative energy (zero: lowest compared OMol25 entry of this formula, charge and spin) is 14.90 kcal/mol. The value obtained for the frontier orbital gap is 10.7 eV. As for the LUMO energy: 0.8 eV. The value obtained for the largest force on an atom is 0.41 eV/Å. For the HOMO energy, the calculation gives -9.9 eV.

Atom charges from the Löwdin analysis, given in e for atoms 1 to 6:
1. C -0.10
2. C -0.22
3. C -0.42
4. O -0.04
5. C -0.14
6. C -0.26

[6]
Below is one molecule with the formula C5H12O2, with properties calculated with the ωB97M-V functional and the def2-TZVPD basis.

Cartesian coordinates (Å):
C1 1.387 1.366 -1.157
O1 0.237 0.952 -0.445
C2 0.380 -0.254 0.309
C3 1.192 0.007 1.572
C4 -1.024 -0.757 0.630
C5 -1.887 -1.010 -0.604
O2 -2.315 0.180 -1.225
H1 2.297 0.857 -0.812
H2 1.515 2.443 -1.004
H3 1.264 1.167 -2.230
H4 0.889 -1.005 -0.321
H5 0.677 0.751 2.190
H6 2.193 0.386 1.343
H7 1.307 -0.913 2.155
H8 -1.532 -0.023 1.270
H9 -0.927 -1.684 1.209
H10 -1.331 -1.656 -1.308
H11 -2.792 -1.556 -0.317
H12 -1.532 0.751 -1.256

The relative energy (zero: lowest compared OMol25 entry of this formula, charge and spin) is 25.37 kcal/mol. The value obtained for the frontier orbital gap is 10.9 eV. As for the LUMO energy: 1.0 eV. The value obtained for the largest force on an atom is 0.44 eV/Å. For the HOMO energy, the calculation gives -9.9 eV.

Atom charges from the Löwdin analysis, given in e for atoms 1 to 6:
1. C -0.09
2. O -0.20
3. C -0.42
4. C -0.04
5. C -0.14
6. C -0.27

[7]
Below is a 3-piece molecular cluster, C5H12O2 overall in a non-equilibrium geometry, with properties calculated with the ωB97M-V functional and the def2-TZVPD basis.

Cartesian coordinates (Å):
C1 -1.451 1.939 -3.236
C2 -1.359 1.338 -2.043
C3 -1.373 -0.100 -1.732
C4 -1.804 -0.579 -0.559
C5 -1.759 -2.057 -0.218
H1 -1.876 2.866 -3.623
H2 -0.817 1.467 -4.013
H3 -1.476 1.877 -1.098
H4 -0.844 -0.768 -2.419
H5 -1.809 0.132 0.265
H6 -0.861 -2.202 0.394
H7 -1.740 -2.641 -1.139
H8 -2.622 -2.233 0.443
O1 3.790 0.573 4.427
H9 4.647 0.103 4.475
H10 3.189 -0.135 4.658
O2 2.454 0.300 1.742
H11 2.967 -0.079 1.037
H12 2.743 0.201 2.640

The relative energy (zero: lowest compared OMol25 entry of this formula, charge and spin) is 71.17 kcal/mol. The value obtained for the frontier orbital gap is 8.8 eV. As for the LUMO energy: 0.6 eV. The value obtained for the largest force on an atom is 2.31 eV/Å. For the HOMO energy, the calculation gives -8.2 eV.

Atom charges from the Löwdin analysis, given in e for atoms 1 to 6:
1. C -0.01
2. C -0.20
3. C -0.15
4. C -0.17
5. C -0.10
6. H 0.05

[8]
Below is one molecule with the formula C5H12O2 in a non-equilibrium geometry, with properties calculated with the ωB97M-V functional and the def2-TZVPD basis.

Cartesian coordinates (Å):
C1 2.348 0.220 1.345
C2 0.907 0.651 1.076
C3 0.330 -0.050 -0.161
O1 0.222 -1.438 0.029
C4 -1.104 0.340 -0.519
C5 -1.519 -0.150 -1.893
O2 -1.918 -0.439 0.520
H1 2.396 -0.871 1.414
H2 3.019 0.535 0.536
H3 2.732 0.647 2.279
H4 0.282 0.405 1.944
H5 0.855 1.740 0.936
H6 0.932 0.271 -1.037
H7 -0.730 -1.407 0.450
H8 -1.237 1.428 -0.404
H9 -1.205 -1.194 -1.985
H10 -2.607 -0.063 -1.954
H11 -1.100 0.412 -2.738
H12 -2.605 -1.037 0.163

The relative energy (zero: lowest compared OMol25 entry of this formula, charge and spin) is 28.64 kcal/mol. The value obtained for the frontier orbital gap is 10.5 eV. As for the LUMO energy: 0.8 eV. The value obtained for the largest force on an atom is 2.31 eV/Å. For the HOMO energy, the calculation gives -9.7 eV.

Atom charges from the Löwdin analysis, given in e for atoms 1 to 6:
1. C -0.11
2. C -0.21
3. C -0.41
4. O -0.07
5. C -0.29
6. C -0.05

What is the formula in the eighth record?
C5H12O2

Number 8 is which compound?
C5H12O2

The lowest frontier orbital gap belongs to which entry?
number 7